[1]
{"formula": "C34H33EuNO6PS4", "method": "wB97M-V/def2-TZVPD", "s_squared": 15.7978, "relative_energy_kcal_mol": 19.5, "charge": -1, "e_lumo_ev": [2.04, 2.04], "total_energy_ev": -121529.1838, "homo_lumo_gap_ev": [4.149, 5.373], "spin_multiplicity": 8, "species": ["Eu", "C", "C", "S", "C", "C", "S", "C", "C", "S", "C", "C", "S", "H", "H", "H", "H", "H", "H", "H", "H", "H", "H", "H", "H", "H", "H", "H", "H", "O", "C", "C", "C", "N", "C", "C", "C", "O", "O", "C", "O", "O", "H", "H", "H", "O", "C", "C", "C", "C", "C", "C", "C", "P", "C", "C", "C", "C", "C", "C", "C", "C", "C", "C", "C", "C", "H", "H", "H", "H", "H", "H", "H", "H", "H", "H", "H", "H", "H", "H"], "xyz": [[0.29174, 0.47780, -0.49382], [3.68817, -1.67661, -3.07999], [2.45752, -1.24373, -3.91304], [0.27757, 0.60870, -4.33549], [-1.02519, -0.65669, -4.55891], [-1.23249, -1.79147, -3.54409], [-2.00580, -1.29127, -1.98550], [-2.05579, -2.91598, -1.21114], [-0.70089, -3.52797, -0.87137], [0.23600, -2.58311, 0.34711], [1.81334, -3.46082, 0.15259], [2.52434, -3.31630, -1.19477], [3.59337, -1.86652, -1.28086], [4.46926, -0.92781, -3.23129], [4.06057, -2.62228, -3.49136], [1.80414, -2.10414, -4.05209], [3.41158, -1.51651, -5.60963], [-0.85765, -1.12853, -5.52773], [-1.94074, -0.06727, -4.63603], [-0.28223, -2.26078, -3.30945], [-1.90189, -2.52797, -4.00308], [-2.58703, -3.60545, -1.87384], [-2.66081, -2.79212, -0.31001], [-0.09758, -3.61317, -1.77379], [-0.84983, -4.53026, -0.46076], [1.59371, -4.51562, 0.33047], [2.44753, -3.12071, 0.97366], [1.79756, -3.23816, -2.00030], [3.14280, -4.20116, -1.36389], [4.73310, 3.70618, -3.67575], [3.86785, 2.90866, -2.97354], [3.24965, 1.81538, -3.57444], [2.39126, 1.06157, -2.78880], [2.16211, 1.39818, -1.53000], [2.76343, 2.42893, -0.94571], [3.64842, 3.22252, -1.64124], [2.41146, 2.54934, 0.54553], [2.92527, 3.45454, 1.20085], [1.63457, 1.61301, 0.92575], [1.58470, -0.20029, -3.20868], [2.94746, -0.78747, -5.18773], [0.98592, -0.79345, -2.17948], [4.74440, 3.40295, -4.58870], [3.42852, 1.55589, -4.61326], [4.13967, 4.06073, -1.16333], [-1.38159, 1.52582, -1.16253], [-1.05434, 2.53379, -0.40810], [-2.06670, 2.93344, 0.61448], [-2.69867, 4.18182, 0.56383], [-3.53389, 4.60747, 1.58299], [-3.74810, 3.80417, 2.70291], [-3.12493, 2.56716, 2.77135], [-2.29118, 2.12212, 1.74052], [-1.41834, 0.50361, 1.82389], [-0.19550, 0.71984, 3.17877], [0.10148, 1.95105, 3.74478], [1.13302, 2.07371, 4.66885], [1.87475, 0.96362, 5.04523], [1.58386, -0.27673, 4.48815], [0.56072, -0.39240, 3.55560], [-2.69231, -0.53368, 2.67391], [-2.71470, -0.84336, 4.03268], [-3.72604, -1.64125, 4.56410], [-4.73320, -2.13637, 3.74675], [-4.72584, -1.83067, 2.39010], [-3.71123, -1.04298, 1.86297], [-2.50783, 4.81917, -0.29442], [-4.02038, 5.57728, 1.51388], [-4.38513, 4.14418, 3.51300], [-3.28027, 1.94039, 3.64459], [-0.44234, 2.83076, 3.42682], [1.37680, 3.05052, 5.07186], [2.69104, 1.06648, 5.75290], [2.16585, -1.15011, 4.76813], [0.34340, -1.35932, 3.11361], [-1.93643, -0.45975, 4.68067], [-3.72721, -1.87194, 5.62465], [-5.52119, -2.75514, 4.16323], [-5.51151, -2.20787, 1.74292], [-3.71115, -0.79558, 0.80388]]}

***

[2]
{"formula": "C3H5ClN2O", "method": "wB97M-V/def2-TZVPD", "relative_energy_kcal_mol": 148.8, "charge": 0, "e_lumo_ev": [-0.48, -0.36], "total_energy_ev": -20736.1659, "homo_lumo_gap_ev": [8.912, 9.200], "species": ["C", "C", "C", "N", "N", "O", "Cl", "H", "H", "H", "H", "H"], "xyz": [[-0.07871, 0.90252, 0.60445], [-1.20340, 0.05187, 1.22446], [0.88632, 0.09266, -0.16683], [0.00535, 2.09009, 0.87629], [-2.13139, 2.15827, 1.83890], [-2.01772, 0.86582, 2.00290], [-2.95671, 2.63931, 0.40801], [-1.66811, -0.50048, 0.41555], [-0.89948, -0.87507, 1.95553], [0.57141, -0.96212, -0.13826], [1.86683, 0.09615, 0.41805], [0.91897, 0.53976, -1.20245]]}